# 1
DFT (ωB97M-V/def2-TZVPD) results for a molecular structure, C27H48Cl4InN10O2.

Summary:
- total charge = +1

Positions of all 92 atoms, in Å:
In -0.5036 0.5505 -0.7136
C 2.0825 -0.6888 -5.4549
N 1.5528 -0.6338 -4.0990
C 0.1838 -0.1844 -3.9608
C 2.2979 -0.7982 -2.9695
N 1.7699 -0.5394 -1.8202
C 2.5033 -0.8868 -0.6175
C 1.7535 -1.9749 0.1431
N 0.5023 -1.4772 0.7112
C 0.7086 -0.7400 1.9457
C -0.3772 1.2547 2.7717
N 0.3684 2.0398 1.8648
C 0.7908 3.2171 2.2135
N 1.2683 4.0475 1.2554
C 2.1519 5.1679 1.5460
C 0.9768 3.7704 -0.1431
N 0.7311 3.7090 3.5136
C 1.4014 3.0266 4.6072
C 0.3176 5.0745 3.7949
C -0.5098 -2.5307 0.8909
C -1.3778 -2.6806 -0.3520
N -2.2226 -1.5175 -0.5638
C -3.5116 -1.5990 -0.5006
N -4.2929 -0.6179 -1.0762
C -3.7257 0.2820 -2.0611
C -5.4044 -0.0536 -0.3262
N -4.2322 -2.6242 0.0682
C -5.4969 -3.0833 -0.4829
C -3.8529 -3.2560 1.3166
N 3.6155 -1.2713 -3.2009
C 3.8487 -2.6888 -2.9930
C 4.7273 -0.3900 -2.8858
H 2.0859 0.3052 -5.9112
H 1.4624 -1.3446 -6.0682
H 3.0948 -1.0716 -5.4417
H -0.2821 -0.1558 -4.9426
H 0.1333 0.8116 -3.5109
H -0.3799 -0.8657 -3.3174
H 2.5822 0.0055 0.0120
H 3.5164 -1.2416 -0.8019
H 2.3954 -2.4151 0.9202
H 1.5024 -2.7609 -0.5700
H 1.5214 -0.0265 1.8245
H 0.9418 -1.4240 2.7744
H 0.0714 1.1856 3.7641
H -2.4595 0.9194 2.4742
H 2.5435 5.0914 2.5559
H 1.6457 6.1295 1.4300
H 2.9987 5.1401 0.8594
H -0.1015 3.7689 -0.3111
H 1.3702 2.7985 -0.4489
H 1.4327 4.5451 -0.7541
H 1.8537 2.1006 4.2587
H 0.7099 2.8028 5.4261
H 2.2029 3.6580 5.0046
H -0.1669 5.5057 2.9209
H 1.1549 5.7141 4.0923
H -0.4029 5.0686 4.6163
H -1.1360 -2.2396 1.7312
H -0.0375 -3.4909 1.1336
H -1.9378 -3.6172 -0.2982
H -0.7087 -2.7526 -1.2181
H -2.9505 -0.2317 -2.6238
H -3.2933 1.1806 -1.6056
H -4.5181 0.5954 -2.7430
H -5.6758 -0.7070 0.4993
H -6.2772 0.0791 -0.9690
H -5.1317 0.9267 0.0809
H -5.6777 -2.6180 -1.4468
H -6.3347 -2.8594 0.1848
H -5.4585 -4.1669 -0.6201
H -3.5781 -4.3056 1.1790
H -4.6972 -3.2212 2.0104
H -3.0222 -2.7260 1.7719
H 2.9895 -3.2585 -3.3493
H 4.0308 -2.9535 -1.9418
H 4.7230 -2.9946 -3.5706
H 4.4007 0.6479 -2.9431
H 5.5242 -0.5391 -3.6184
H 5.1565 -0.5619 -1.8908
Cl -3.5461 5.1183 5.6031
C -2.9500 3.8663 4.6133
C -2.6502 2.5721 5.2339
Cl -2.8898 2.3891 6.9254
C -2.2154 1.5520 4.4826
Cl -1.9324 0.0052 5.1696
C -1.9096 1.6829 3.0333
O -0.4952 -0.0665 2.2559
C -2.2813 3.0066 2.4091
O -2.1885 3.1650 1.2116
C -2.7740 4.0662 3.2908
Cl -3.1427 5.5678 2.5468

---

# 2
DFT (ωB97M-V/def2-TZVPD) results for 2 unconnected molecules or ions with the total composition C2H3O2S in a non-equilibrium geometry.

Summary:
- total charge = -1

Positions of all 8 atoms, in Å:
C -1.3415 -0.4059 0.0274
C 0.9000 -0.2301 -0.1063
O -1.6780 -1.5477 -0.0017
O 1.2453 1.1248 -0.0321
S -1.9517 1.0901 -0.0667
H 1.4805 -0.9358 -0.8491
H 0.9757 -0.6410 0.9551
H 0.3697 1.5456 0.0733

---

# 3
DFT (ωB97M-V/def2-TZVPD) results for 13 unconnected molecules or ions with the total composition C27H80N10O13 in a non-equilibrium geometry.

Positions of all 130 atoms, in Å:
C 2.6658 2.9833 2.5177
O 1.8697 3.8214 3.3732
H 2.6291 3.3449 1.4867
H 2.3464 1.9296 2.4703
H 3.7168 2.9329 2.7838
H 1.8009 4.6916 2.9900
C 4.8961 0.0389 1.3903
O 4.5398 -0.6400 0.2066
N 4.9309 1.3119 1.4011
N 5.2261 -0.4909 2.5163
H 4.5336 1.7305 0.5494
H 5.2824 1.9928 2.0962
H 5.2125 -1.5357 2.4624
H 4.7376 -0.0675 3.2826
C 5.1466 2.7673 -1.6230
O 4.7614 3.7473 -2.4924
N 4.3923 1.7005 -1.3727
N 6.3104 2.7629 -0.9550
H 3.5267 1.7204 -1.8345
H 4.7260 0.8273 -0.8699
H 6.7931 3.7031 -1.1196
H 6.6932 2.1092 -0.2197
C 0.7308 0.2604 0.1764
O 1.9770 0.8739 0.1590
N 0.5657 -0.9774 -0.1034
N -0.3517 0.7555 0.6352
H 1.4238 -1.5116 -0.2628
H -0.3052 -1.5051 -0.1120
H -0.3815 1.7359 0.9732
H -1.1958 0.1669 0.7248
C -1.5060 -3.8480 -0.7397
O -1.5246 -2.5671 -0.2225
N -1.1757 -4.8111 0.0721
N -1.8864 -4.1163 -1.9350
H -0.9299 -4.6093 1.0166
H -1.3873 -5.7490 -0.1523
H -1.9698 -3.3461 -2.5738
H -1.7866 -5.0734 -2.3483
C -4.3388 -0.7339 -0.3074
O -3.2853 -0.0800 0.2194
N -5.4722 -0.7621 0.2892
N -4.2700 -1.4524 -1.3620
H -5.6440 -0.1120 1.0254
H -6.3466 -1.0840 -0.1392
H -3.3827 -1.3238 -1.7969
H -4.7975 -2.3511 -1.3107
C -2.3012 -2.9773 3.9341
C -2.9874 -2.3213 2.7098
C -3.8784 -3.3414 2.0276
O -3.7021 -1.3593 2.9502
H -2.0670 -2.2289 4.6556
H -1.2709 -3.4420 3.8289
H -2.9268 -3.7495 4.4215
H -2.2191 -1.9541 2.0716
H -4.7190 -3.6816 2.5457
H -3.2685 -4.1717 1.8989
H -4.3328 -2.8507 1.1493
H -4.0720 -1.1020 2.1030
C -2.8794 2.4185 -1.7645
C -3.0492 3.3290 -0.6719
C -1.7358 4.0246 -0.2216
O -3.9015 4.1826 -0.9225
H -2.1799 1.6754 -1.5098
H -2.5094 2.9720 -2.5919
H -3.7866 1.9588 -2.0408
H -3.4294 2.8043 0.2165
H -1.1995 4.4945 -0.9980
H -1.0607 3.2716 0.0047
H -1.9084 4.7204 0.6208
H -3.9327 4.2192 -1.8773
C 1.2522 -3.7733 2.1950
C 1.0274 -2.4693 2.9178
C 2.1702 -1.5207 2.7886
O 0.0418 -1.8393 2.4649
H 2.0991 -4.4298 2.5673
H 1.3976 -3.5167 1.1326
H 0.3749 -4.3914 2.2769
H 0.7900 -2.7032 3.9425
H 2.0272 -0.5524 3.2856
H 2.4757 -1.2403 1.7911
H 3.0901 -1.9630 3.2479
H 0.2753 -1.3649 1.6661
C -0.6434 1.1491 3.5717
C -1.7271 2.1956 3.4106
C -1.1920 3.6066 3.1371
O -2.5066 1.8745 2.4520
H 0.2683 1.3513 3.0251
H -0.9735 0.1139 3.4204
H -0.3228 1.2004 4.6871
H -2.2550 2.3207 4.3526
H -0.5436 3.7277 2.2253
H -0.5333 3.9746 3.9236
H -2.0260 4.3411 3.1418
H -2.6742 0.8961 2.4423
C -3.1165 0.1251 -3.8677
C -2.1453 -1.0402 -3.8018
C -1.1536 -0.9667 -2.7119
O -2.6604 -2.1496 -3.6884
H -3.8958 0.0047 -4.6126
H -2.5915 1.0583 -4.0172
H -3.6508 0.1779 -2.9523
H -1.4270 -1.0453 -4.6392
H -1.8230 -0.8635 -1.8247
H -0.5439 -0.0484 -2.6677
H -0.5170 -1.8712 -2.6164
H -3.4390 -2.1462 -4.2125
C 1.3773 3.5003 -1.8707
C 0.7238 2.3437 -2.5716
C 0.2697 2.8078 -3.9005
O 1.5294 1.3914 -2.7014
H 2.2756 3.8143 -2.3272
H 1.6221 3.2380 -0.8930
H 0.7615 4.4497 -1.8333
H -0.1671 1.9822 -2.0795
H 1.1159 2.8330 -4.5562
H -0.0500 3.8185 -3.7695
H -0.5379 2.2098 -4.3455
H 1.6581 1.0301 -1.8083
C 4.0318 -2.0369 -2.9099
C 2.7227 -2.0181 -2.1538
C 1.6461 -3.0452 -2.6717
O 2.8178 -2.2050 -0.8958
H 3.9741 -1.4880 -3.8756
H 4.3600 -3.0280 -3.1327
H 4.7562 -1.4749 -2.2829
H 2.3514 -0.9897 -2.3772
H 2.1740 -3.9928 -2.8975
H 1.2150 -2.7242 -3.6502
H 0.8736 -3.2137 -1.9377
H 3.3902 -1.4765 -0.5175

---

# 4
DFT (ωB97M-V/def2-TZVPD) results for C4H10O2 in the gas phase.

Summary:
- structure (SMILES) = C[C@@H](O)CCO

Positions of all 16 atoms, in Å:
C -2.0748 0.2944 0.2814
C -0.6001 -0.0627 0.3494
O -0.5229 -1.4465 0.6362
C 0.1402 0.2642 -0.9515
C 1.6608 0.2243 -0.8041
O 2.1041 -0.9307 -0.0825
H -2.5772 -0.0437 1.1925
H -2.2174 1.3755 0.1783
H -2.5450 -0.2071 -0.5713
H -0.1369 0.5204 1.1696
H 0.3930 -1.7059 0.4456
H -0.1414 1.2632 -1.3110
H -0.1879 -0.4594 -1.7083
H 2.0144 1.1329 -0.2986
H 2.1389 0.1900 -1.7891
H 2.3630 -0.6502 0.8024

---

# 5
DFT (ωB97M-V/def2-TZVPD) results for C4H6O2 in the gas phase.

Positions of all 12 atoms, in Å:
O 1.4933 -0.4191 -1.1078
C 0.3098 -0.7284 -0.4386
C 0.1943 -0.5640 1.1001
C -1.0723 0.2783 0.9827
O -0.2296 1.5577 -0.3562
C -0.8494 0.2712 -0.5273
H 1.6493 0.5260 -0.9678
H 0.0113 -1.7310 -0.7582
H -0.0533 -1.4897 1.6378
H 1.0247 -0.0886 1.6327
H -0.8680 2.1244 0.1158
H -1.6100 0.2632 -1.3132

---

# 6
DFT (ωB97M-V/def2-TZVPD) results for 2 unconnected molecules or ions with the total composition CH3N5O in a non-equilibrium geometry.

Summary:
- total charge = +2

Positions of all 10 atoms, in Å:
C 0.3060 -1.6635 -0.5533
N 0.2838 2.6450 0.7894
N -0.2780 -0.6233 -0.4038
N 0.0748 3.5973 1.2806
N -1.3675 -0.0042 -0.3231
N 0.7605 -2.8410 -0.6742
O -1.5746 1.0728 -0.1978
H -0.1810 4.4389 1.8200
H 0.1867 -3.6760 -0.9584
H 1.7893 -2.9461 -0.7793

---

# 7
DFT (ωB97M-V/def2-TZVPD) results for a molecular structure, C25H20N3Rh.

Summary:
- total charge = +2

Positions of all 49 atoms, in Å:
Rh 0.4659 0.3825 0.8221
C -1.6447 3.0306 -1.8068
C -0.6142 2.3189 -1.1842
N -0.8644 1.3212 -0.3544
C -2.1534 0.9488 -0.1002
C -3.2418 1.6139 -0.6898
C -2.9481 2.6907 -1.5530
C -4.5405 1.1288 -0.4097
C -4.6917 0.0317 0.3870
C -3.5872 -0.6394 0.9614
C -2.3168 -0.1779 0.7420
N -1.1152 -0.7563 1.2065
C -0.8588 -2.1103 0.8706
C -1.5306 -3.2190 1.3020
C -1.1940 -4.4925 0.7777
C -0.2212 -4.6548 -0.1641
C 0.4934 -3.5257 -0.6377
C 1.4881 -3.5442 -1.6376
C 2.0784 -2.3717 -2.0378
C 1.7162 -1.1708 -1.4194
N 0.7994 -1.1315 -0.4676
C 0.1670 -2.2783 -0.0873
H -1.3923 3.8389 -2.4778
H 0.4239 2.5599 -1.3703
H -3.7588 3.2348 -2.0213
H -5.3984 1.6273 -0.8403
H -5.6841 -0.3459 0.5928
H -3.7614 -1.5069 1.5811
H -2.3133 -3.1385 2.0438
H -1.7363 -5.3559 1.1387
H 0.0109 -5.6349 -0.5586
H 1.7731 -4.4851 -2.0918
H 2.8270 -2.3544 -2.8166
H 2.1772 -0.2320 -1.6999
C 3.6021 1.7700 -0.0451
C 2.5893 1.4253 1.0083
C 2.5918 0.1600 1.6558
C 1.7251 -0.1340 2.7190
C 0.7965 0.8307 3.1550
C 0.7002 2.0358 2.4675
C 1.6059 2.3317 1.4133
H 4.2529 2.5640 0.3237
H 3.1292 2.1363 -0.9568
H 4.2288 0.9149 -0.2904
H 3.2889 -0.5979 1.3199
H 1.7633 -1.1015 3.2006
H 0.0981 0.6082 3.9501
H -0.0487 2.7656 2.7437
H 1.5239 3.2888 0.9123

---

# 8
DFT (ωB97M-V/def2-TZVPD) results for a molecular structure, CH2N2O2S in a non-equilibrium geometry.

Positions of all 8 atoms, in Å:
C 1.5100 0.6297 -0.1512
N 0.4261 -1.2707 0.8064
N -0.0188 -0.3519 0.1885
O 3.9498 0.1915 0.5011
O 2.1456 0.1358 -1.2587
S 2.8042 -0.5798 0.1259
H 1.5680 1.6519 -0.2166
H -0.2626 -2.0600 0.9680

---

Calculated total energy (a.u.), listed in the same order as above: -3786.3163 -626.6586 -2602.1352 -308.8745 -306.3166 -388.0075 -1238.9833 -697.3091